(1)
The following is a quantum chemistry calculation of a molecular structure, C14H28F2O10S2Tl at a distorted geometry, from the OMol25 dataset.

```
57
Properties=species:S:1:pos:R:3:forces:R:3:lowdin_charge:R:1
Tl 3.517 -0.049 0.437 0.129 -0.014 0.009 0.989
F 6.924 -0.281 -3.458 -0.105 -0.009 0.149 -0.211
F 5.707 -1.134 5.164 -0.065 0.046 -0.144 -0.198
O 0.576 -4.558 -4.023 -1.126 -0.906 -3.401 0.103
C 0.067 -4.908 -5.113 1.088 0.008 3.711 -0.389
O 0.666 -5.787 -5.955 -0.023 1.041 1.586 0.048
C -0.043 -5.875 -7.164 -1.171 -0.222 -1.160 -0.150
C -1.354 -5.051 -6.985 1.218 0.387 -1.057 -0.143
C -1.351 -4.600 -5.544 -0.364 -0.496 -0.885 -0.079
H -0.288 -6.901 -7.438 0.282 -0.205 0.489 0.126
H 0.617 -5.507 -7.950 -0.190 0.208 -0.022 0.127
H -2.255 -5.622 -7.206 0.211 0.286 -0.444 0.120
H -1.198 -4.155 -7.586 -0.723 -0.208 -0.454 0.115
H -2.079 -5.277 -5.096 0.394 0.257 1.041 0.134
H -1.704 -3.571 -5.489 0.417 -0.125 0.612 0.131
O 1.196 3.868 5.431 -2.786 1.736 1.567 0.146
C 0.267 4.048 6.238 1.751 -0.352 0.213 -0.356
O -0.369 5.206 6.644 2.501 -0.741 -1.569 0.025
C -1.407 4.998 7.618 -0.225 -1.560 -0.833 -0.105
C -1.120 3.540 8.109 -0.465 -0.055 1.014 -0.124
C -0.174 2.866 7.106 -0.920 0.464 -0.157 -0.061
H -2.280 5.176 6.990 -0.543 -0.709 0.421 0.126
H -1.478 5.762 8.391 0.908 -0.051 -0.035 0.130
H -2.018 2.965 8.337 -0.169 0.060 -0.491 0.117
H -0.613 3.524 9.074 0.102 0.561 0.019 0.114
H -0.632 2.099 6.481 -0.203 0.210 -0.158 0.129
H 0.684 2.367 7.556 0.072 0.391 0.006 0.133
O 0.830 5.745 -3.085 -2.275 1.206 -1.302 -0.317
S -0.183 6.578 -3.753 1.585 1.551 0.429 0.724
O -0.656 7.806 -3.058 0.726 -2.943 -1.939 -0.310
O 0.579 6.978 -5.214 -1.106 -1.033 1.619 -0.261
C -0.149 7.856 -6.072 -1.921 1.407 1.002 -0.331
C 0.639 9.101 -6.265 1.286 0.885 -0.921 -0.075
C -1.556 5.589 -4.456 0.381 -0.762 0.095 -0.106
H -1.033 8.247 -5.569 -0.257 -0.344 0.686 0.103
H -0.643 7.408 -6.935 1.019 -0.565 -0.376 0.122
H 1.085 9.399 -5.316 0.210 -0.282 -0.045 0.091
H 0.105 10.000 -6.574 -0.669 -0.362 -0.124 0.085
H 1.400 8.979 -7.036 0.380 -0.043 0.258 0.080
H -1.745 5.853 -5.497 0.005 0.500 0.280 0.058
H -2.480 5.532 -3.882 0.254 0.687 0.215 0.073
H -1.196 4.561 -4.503 0.378 0.071 0.133 0.064
O -1.413 -4.733 5.738 1.867 0.141 -2.838 -0.300
S -0.585 -5.028 4.553 0.037 -1.590 -0.127 0.720
O 0.553 -4.231 4.028 -2.570 -1.025 1.291 -0.338
O -0.003 -6.522 4.928 -1.092 1.238 -0.248 -0.284
C 1.051 -7.070 4.150 2.402 0.551 1.394 -0.278
C 2.365 -6.940 4.967 -0.145 -0.644 -0.028 -0.072
C -1.638 -5.653 3.076 0.293 1.688 1.306 -0.077
H 1.298 -6.476 3.270 -0.710 -0.194 -0.345 0.103
H 0.906 -8.129 3.938 -0.659 0.234 -0.104 0.124
H 3.053 -7.617 4.459 0.603 0.557 -0.214 0.075
H 2.394 -7.310 5.991 -0.851 -0.228 0.035 0.077
H 2.686 -5.903 5.066 0.193 -0.077 -0.551 0.073
H -2.278 -4.871 2.668 0.190 0.350 0.295 0.055
H -2.311 -6.386 3.521 0.554 -0.376 -0.278 0.068
H -0.928 -5.905 2.288 -0.104 -0.603 0.377 0.058
```
Forces are in eV/Å.

Kohn-Sham gap: 1.376 eV
total charge: +1

***

(2)
The following is a quantum chemistry calculation of a molecular structure, C21H21O5PW, from the OMol25 dataset.

```
49
Properties=species:S:1:pos:R:3:forces:R:3:lowdin_charge:R:1
W 0.270 -0.851 0.010 0.021 0.232 -0.347 1.770
O 2.723 -3.885 0.361 0.002 0.026 0.003 0.243
C 1.801 -3.158 0.415 0.036 -0.049 0.029 -0.447
O 1.857 -1.861 -0.115 -0.076 0.010 0.035 -0.161
C 0.408 -3.476 0.969 -0.051 -0.024 0.007 -0.092
C -0.585 -3.539 -0.221 0.024 -0.004 0.030 -0.230
C -2.019 -3.650 0.252 -0.005 0.000 0.003 -0.091
C -2.431 -2.308 0.871 -0.009 -0.005 -0.006 -0.146
C -1.231 -1.539 1.385 0.021 0.006 -0.016 -0.232
O -0.473 -2.234 -0.913 -0.013 -0.067 0.038 -0.262
C -0.149 -2.425 2.035 0.030 -0.037 0.016 -0.142
C 0.867 -1.429 2.592 -0.029 -0.046 -0.022 -0.443
O 1.535 -1.476 3.553 0.019 0.033 0.008 0.257
O 0.885 -0.322 1.697 0.080 -0.054 0.183 -0.199
H 0.472 -4.460 1.429 0.000 -0.001 -0.001 0.179
H -0.295 -4.298 -0.944 -0.003 -0.003 0.000 0.177
H -2.076 -4.463 0.978 -0.001 -0.001 -0.001 0.144
H -2.668 -3.918 -0.579 0.002 0.002 -0.002 0.138
H -3.113 -2.466 1.709 0.004 -0.002 0.003 0.143
H -2.984 -1.707 0.148 0.000 0.005 0.003 0.109
H -1.502 -0.703 2.032 -0.011 -0.007 0.007 0.139
H -0.556 -3.002 2.867 -0.019 -0.003 -0.012 0.189
C 0.610 0.835 -3.240 0.012 -0.002 -0.008 -0.161
P 0.324 1.117 -1.490 -0.032 -0.021 0.085 0.925
C 1.772 1.651 -0.596 -0.005 -0.005 -0.003 -0.406
C 3.023 1.129 -0.967 0.015 -0.006 -0.001 -0.078
C 4.133 1.408 -0.192 -0.002 -0.008 -0.011 -0.023
C 4.001 2.192 0.949 -0.005 0.007 0.007 -0.001
C 2.763 2.708 1.321 -0.003 0.002 -0.001 -0.025
C 1.644 2.438 0.560 0.020 0.007 -0.027 -0.086
C -1.134 2.056 -1.110 0.006 0.014 -0.015 -0.382
C -2.304 1.336 -0.841 -0.007 0.021 -0.001 -0.103
C -3.470 2.014 -0.524 0.004 -0.019 0.000 -0.037
C -3.466 3.402 -0.491 0.008 0.006 -0.004 -0.015
C -2.307 4.118 -0.776 -0.001 0.001 -0.001 -0.023
C -1.132 3.453 -1.082 -0.012 -0.013 0.004 -0.063
H 0.830 1.799 -3.704 0.000 -0.001 -0.003 0.087
H -0.295 0.416 -3.681 -0.001 0.002 0.002 0.075
H 1.444 0.153 -3.398 -0.005 -0.001 -0.001 0.064
H 3.134 0.514 -1.851 0.000 0.003 0.004 0.113
H 5.099 1.015 -0.475 -0.001 -0.001 0.000 0.129
H 4.873 2.406 1.553 0.000 0.001 0.000 0.130
H 2.676 3.321 2.208 -0.001 0.000 0.000 0.129
H 0.680 2.827 0.861 -0.016 0.014 -0.003 0.113
H -2.323 0.251 -0.933 -0.003 -0.012 0.011 0.082
H -4.380 1.467 -0.319 -0.001 0.000 -0.004 0.124
H -4.377 3.934 -0.251 -0.001 -0.002 -0.001 0.129
H -2.323 5.199 -0.762 0.002 -0.001 0.004 0.129
H -0.231 4.013 -1.299 0.004 0.002 0.008 0.126
```
Forces are in eV/Å.

Kohn-Sham gap: 7.516 eV
total charge: +2

***

(3)
The following is a quantum chemistry calculation of a gas-phase ion, C13H16N (charge +1) at a distorted geometry, from the OMol25 dataset.

```
30
Properties=species:S:1:pos:R:3:forces:R:3:lowdin_spin:R:1
C 0.719 2.919 -1.750 -3.033 2.196 -4.529 0.394
C -0.237 2.386 -2.612 1.267 -1.199 2.409 0.047
C 1.371 2.181 -0.750 0.703 -1.159 0.978 0.448
C -0.712 1.067 -2.401 -3.229 1.100 -3.764 0.482
C 1.012 0.870 -0.687 0.220 0.520 -0.160 0.062
C -0.073 0.374 -1.371 3.002 -2.829 2.788 0.372
C 1.414 -0.354 0.034 -2.823 -1.361 -2.134 -0.005
C -0.974 -1.865 1.368 0.209 4.187 -3.870 0.003
C 0.237 -1.031 -0.868 0.398 -1.864 -0.335 0.059
C -0.805 -1.997 -0.223 0.001 -0.675 0.648 0.022
C -1.512 -0.422 1.553 -1.195 0.133 1.350 0.006
C -0.244 0.537 1.621 -2.100 0.631 1.830 0.006
C 0.467 -1.791 1.813 -1.060 0.499 3.379 0.000
N 0.895 -0.399 1.476 0.378 -0.696 -3.025 0.001
H 0.953 3.948 -2.049 0.456 -0.424 0.754 0.016
H -0.510 3.033 -3.370 -1.072 0.749 -1.559 -0.007
H 2.101 2.701 -0.263 2.081 0.633 1.682 0.029
H -1.525 0.564 -3.010 1.167 0.955 0.742 0.022
H 0.619 -1.774 -1.649 0.198 1.453 0.394 0.031
H 2.334 -0.831 -0.300 0.500 0.142 1.443 -0.001
H -0.603 -3.079 -0.308 0.865 0.454 -0.535 0.000
H -1.630 -1.894 -0.936 -0.812 0.202 0.975 0.000
H -2.278 -0.281 0.781 0.646 0.640 -0.178 0.001
H -2.179 -0.405 2.481 1.392 0.452 -0.758 0.001
H 0.011 1.283 0.824 -1.532 -0.351 1.345 0.010
H -0.240 1.057 2.687 0.372 -1.206 -2.198 0.001
H 0.949 -2.619 1.368 1.599 -0.274 -0.427 0.000
H 0.617 -1.713 2.906 -0.365 -1.147 -0.289 0.000
H -1.747 -2.518 1.625 -0.280 -1.613 1.244 0.001
H 1.571 0.051 2.010 2.047 -0.146 1.801 0.001
```
Forces are in eV/Å.

<S²>: 2.05
spin multiplicity: 3
Kohn-Sham gap (spin up / spin down): 5.788 / 6.477 eV
total charge: +1

***

Energy above the lowest of the compared OMol25 structures with the same formula, charge and spin / kJ/mol: 823.4; 0.0; 244.7